Molecular formula: C47H46KP5S4
Method: DFT, the ωB97M-V functional and the def2-TZVPD basis

```
! RIJCOSX wB97M-V def2-TZVPD def2/J DEFGRID3
* xyz -2 1
K 0.21117 -0.53282 -0.82423
S 2.66086 -2.51674 0.45810
P 1.73116 -1.70367 2.07154
C 0.47508 -0.66039 1.74226
P 0.36438 0.88593 2.37038
S -0.81031 2.14910 1.33013
C -0.26477 0.94152 4.12289
C -0.51061 2.14429 4.78647
C -1.00701 2.15416 6.08253
C -1.28774 0.95427 6.73498
C -1.06749 -0.24630 6.07785
C -0.55603 -0.24599 4.77987
C 1.98540 1.78283 2.52642
C 2.61711 2.09771 3.72221
C 3.83526 2.77665 3.73299
C 4.44212 3.14614 2.54376
C 3.82443 2.82752 1.33526
C 2.61284 2.15738 1.33218
C 3.08304 -1.15945 3.23366
C 4.30618 -0.69629 2.75805
C 5.28562 -0.23857 3.63292
C 5.06750 -0.25916 5.00459
C 3.85419 -0.72521 5.49518
C 2.87219 -1.16114 4.61296
C 1.09997 -3.21158 2.98856
C -0.26202 -3.50127 2.93537
C -0.77489 -4.65176 3.52980
C 0.06689 -5.52753 4.20362
C 1.42706 -5.24440 4.27043
C 1.93387 -4.10255 3.66207
H -0.32575 3.07483 4.26147
H -1.19177 3.09784 6.58316
H -1.68718 0.96175 7.74331
H -1.29889 -1.18653 6.56587
H -0.40221 -1.17699 4.24599
H 2.16977 1.79910 4.66375
H 4.31287 3.00271 4.67969
H 5.38831 3.67544 2.55367
H 4.28401 3.11249 0.39629
H 2.12026 1.94355 0.39156
H 4.47854 -0.69847 1.68837
H 6.22232 0.13974 3.23981
H 5.83517 0.08954 5.68643
H 3.66593 -0.74003 6.56271
H 1.92429 -1.50395 5.00734
H -0.90807 -2.79245 2.42630
H -1.83696 -4.86122 3.46940
H -0.33011 -6.42020 4.67409
H 2.09623 -5.91999 4.79130
H 3.00013 -3.90696 3.69959
C 0.64216 -5.18691 -1.28492
P 0.39124 -3.60362 -2.18531
C 2.09112 -3.38097 -2.88938
C -0.39903 -4.17753 -3.76401
C -0.56586 -5.51789 -4.10606
C -1.12476 -5.88469 -5.32552
C -1.52036 -4.90860 -6.22576
C -1.37954 -3.56761 -5.88910
C -0.83523 -3.18364 -4.66741
P -0.73383 -1.41171 -4.12680
C -0.64468 -0.51649 -5.72734
C -2.51691 -1.19870 -3.71272
H 1.17627 -5.94091 -1.86845
H -0.32056 -5.59068 -0.96573
H 1.22479 -4.94280 -0.39485
H 2.38524 -4.26701 -3.45696
H 2.79611 -3.20566 -2.07992
H 2.09998 -2.51548 -3.55373
H -0.25504 -6.29139 -3.41489
H -1.24464 -6.93390 -5.57235
H -1.95054 -5.18814 -7.18052
H -1.71210 -2.80725 -6.58605
H -1.53439 -0.65333 -6.34525
H 0.24153 -0.83254 -6.28108
H -0.56849 0.54451 -5.48797
H -3.15282 -1.53286 -4.53556
H -2.71453 -0.14538 -3.52018
H -2.75479 -1.78117 -2.81884
S -3.53637 2.26734 -5.14625
P -2.45828 3.01365 -3.64676
S -0.83320 2.05925 -3.01019
C -3.54712 3.30212 -2.20831
C -4.77137 3.95458 -2.37240
C -5.58283 4.19503 -1.27522
C -5.17917 3.78679 -0.00332
C -3.96430 3.14241 0.16322
C -3.14969 2.90158 -0.94168
C -1.94653 4.73335 -4.06037
C -1.91393 5.16831 -5.37946
C -1.45735 6.44559 -5.68967
C -1.03786 7.30101 -4.67962
C -1.07356 6.87303 -3.35636
C -1.52085 5.59533 -3.05024
H -5.08539 4.25239 -3.36618
H -6.53248 4.70119 -1.40636
H -5.81163 3.98273 0.85515
H -3.61849 2.84004 1.14460
H -2.18386 2.43111 -0.80820
H -2.26260 4.49437 -6.15358
H -1.43288 6.77358 -6.72291
H -0.68432 8.29724 -4.91971
H -0.74343 7.53197 -2.56219
H -1.52519 5.25551 -2.02026
*
```

HOMO-LUMO gap: 5.9 eV
relative energy (zero: lowest compared OMol25 entry of this formula, charge and spin): 0.334 eV

---

Molecular formula: C5H13NO
Method: DFT, the ωB97M-V functional and the def2-TZVPD basis

```
! RIJCOSX wB97M-V def2-TZVPD def2/J DEFGRID3
* xyz 0 1
C -1.96033 -0.77489 -0.98796
C -1.26017 0.24831 -0.11956
C -1.02277 1.59563 -0.76422
O -1.32999 0.16506 1.13211
H -1.94847 -1.75266 -0.50802
H -3.00214 -0.47987 -1.12948
H -1.49652 -0.83642 -1.97082
H -0.58752 2.29039 -0.05567
H -0.33243 1.49299 -1.60040
H -1.95955 2.00339 -1.14831
C 1.04173 -1.08412 1.58658
N 1.32646 -0.85873 0.22325
C 2.21921 0.27215 -0.00081
H 0.68426 -2.09902 1.75243
H 0.00899 -0.42433 1.76671
H 1.86838 -0.86169 2.25930
H 0.36455 -0.56858 -0.24207
H 1.90984 1.18089 0.53659
H 2.25754 0.49602 -1.06690
H 3.21895 -0.00451 0.33723
*
```

HOMO-LUMO gap: 8.9 eV
relative energy (zero: lowest compared OMol25 entry of this formula, charge and spin): 2.463 eV

---

| no. | calculated total energy (Eh) |
| --- | --- |
| 1 | -5718.2698 |
| 2 | -328.2283 |